Record 1
Below is a 2-piece molecular cluster, C9H14 overall, with properties calculated with ωB97M-V/def2-TZVPD.

ORCA input file:
```
! RIJCOSX wB97M-V def2-TZVPD def2/J DEFGRID3
* xyz 0 1
C 2.624 -0.902 2.035
C 2.026 -0.454 0.749
C 1.689 -1.282 -0.229
C 0.853 -0.744 -1.275
C 0.487 0.578 -1.266
C 1.016 1.531 -0.358
C 1.777 0.947 0.663
H 2.198 -0.428 2.805
H 3.671 -0.971 1.919
H 2.300 -1.979 2.148
H 2.002 -2.237 -0.451
H 0.524 -1.370 -2.171
H 0.051 1.084 -2.080
H 0.698 2.509 -0.141
H 2.206 1.670 1.298
C -3.426 0.548 -1.156
C -2.689 0.011 0.200
H -3.164 -0.129 -1.962
H -4.482 0.540 -1.059
H -2.944 1.532 -1.333
H -1.556 -0.124 0.241
H -2.904 -0.897 0.331
H -2.957 0.566 1.092
*
```

Properties
Lowest unoccupied orbital energy in eV: 1.06
Gap between HOMO and LUMO in eV: 10.0
HOMO energy in eV: -8.9497
SMILES string: Cc1ccccc1.CC
Energy above the lowest of the compared OMol25 structures with the same formula, charge and spin in kcal per mole: 57.3

Here are the natural (NBO) charges for atoms 1 to 4, given in e: C -0.619; C -0.020; C -0.218; C -0.199

---

Record 2
Below is an isolated molecule of C3H4N2O, with properties calculated with ωB97M-V/def2-TZVPD.

ORCA input file:
```
! RIJCOSX wB97M-V def2-TZVPD def2/J DEFGRID3
* xyz 0 1
O -2.173 0.616 0.403
C -0.861 0.412 0.171
C -0.271 0.050 -1.065
C 1.049 -0.127 -0.752
N 1.193 0.140 0.566
N 0.024 0.507 1.143
H -2.241 0.914 1.322
H -0.664 0.074 -2.066
H 1.865 -0.478 -1.367
H 2.051 0.430 1.005
*
```

Properties
Lowest unoccupied orbital energy in eV: 1.06
Gap between HOMO and LUMO in eV: 10.0
HOMO energy in eV: -8.9560
SMILES string: Oc1cc[nH]n1
Energy above the lowest of the compared OMol25 structures with the same formula, charge and spin in kcal per mole: 23.5

Here are the natural (NBO) charges for atoms 1 to 4, given in e: O -0.660; C 0.431; C -0.396; C -0.025

---

Record 3
Below is a 2-piece molecular cluster, CH4NO2 overall, with properties calculated with ωB97M-V/def2-TZVPD.

ORCA input file:
```
! RIJCOSX wB97M-V def2-TZVPD def2/J DEFGRID3
* xyz 1 1
C 0.703 -0.783 -0.112
N -0.280 0.242 -0.063
O -2.047 2.023 0.374
O -1.256 0.265 0.705
H 1.093 -0.729 -1.268
H 1.476 -0.378 0.567
H 0.368 -1.765 0.304
H -0.057 1.124 -0.507
*
```

Properties
Lowest unoccupied orbital energy (alpha / beta) in eV: -9.01 / -9.03
Gap between HOMO and LUMO (alpha / beta) in eV: 8.0 / 8.0
HOMO energy (alpha / beta) in eV: -16.9972 / -17.0003
Energy above the lowest of the compared OMol25 structures with the same formula, charge and spin in kcal per mole: 228.1

Here are the natural (NBO) charges for atoms 1 to 4, given in e: C -0.505; N 0.199; O -0.084; O 0.023

---

Record 4
Below is an isolated molecule of C3H2INOS, with properties calculated with ωB97M-V/def2-TZVPD.

ORCA input file:
```
! RIJCOSX wB97M-V def2-TZVPD def2/J DEFGRID3
* xyz 0 1
C 0.818 -0.931 0.058
C 0.758 0.347 -0.273
C -1.056 -1.667 1.631
N -0.176 -1.478 0.935
O -0.293 2.607 -0.644
S -0.528 1.509 0.282
I -2.391 0.213 -0.715
H 1.676 -1.454 -0.184
H 1.192 0.854 -1.090
*
```

Properties
Lowest unoccupied orbital energy in eV: -1.37
Gap between HOMO and LUMO in eV: 8.4
HOMO energy in eV: -9.8119
Energy above the lowest of the compared OMol25 structures with the same formula, charge and spin in kcal per mole: 67.8

Here are the natural (NBO) charges for atoms 1 to 4, given in e: C -0.007; C -0.408; C 0.339; N -0.563

---

Record 5
Below is a 2-piece molecular cluster, C4H7F3NOS3 overall, with properties calculated with ωB97M-V/def2-TZVPD.

ORCA input file:
```
! RIJCOSX wB97M-V def2-TZVPD def2/J DEFGRID3
* xyz 1 1
C 0.775 0.078 0.087
C 1.865 -0.566 -0.789
C -2.740 -0.330 -0.222
C -1.474 0.258 0.080
N 2.843 -1.330 -0.496
O -0.401 -0.179 -0.651
F 3.858 0.652 1.286
F -5.038 -1.407 -0.166
F -2.873 2.340 1.203
S 3.705 1.917 0.180
S -3.958 -0.931 0.914
S -1.913 2.110 -0.120
H 0.737 -0.201 1.156
H 0.986 1.301 0.231
H 1.667 -0.199 -1.880
H -3.083 -0.370 -1.256
H -1.278 0.271 1.115
H 3.483 -1.797 -1.130
H 2.838 -1.618 0.458
*
```

Properties
Lowest unoccupied orbital energy (alpha / beta) in eV: -5.24 / -6.63
Gap between HOMO and LUMO (alpha / beta) in eV: 6.9 / 3.6
HOMO energy (alpha / beta) in eV: -12.1657 / -10.2010
Energy above the lowest of the compared OMol25 structures with the same formula, charge and spin in kcal per mole: 29.8

Here are the natural (NBO) charges for atoms 1 to 4, given in e: C -0.182; C 0.312; C -0.480; C -0.090

---

Record 6
Below is an isolated molecule of C8H7NO4, with properties calculated with ωB97M-V/def2-TZVPD.

ORCA input file:
```
! RIJCOSX wB97M-V def2-TZVPD def2/J DEFGRID3
* xyz 0 1
O -1.543 -2.249 1.312
C -2.319 -1.866 0.453
O -2.469 -0.676 -0.104
C -1.378 0.526 0.322
C 0.038 0.111 0.283
C 0.443 -0.496 -0.868
C 1.769 -0.459 -1.220
C 2.744 0.036 -0.331
C 2.281 0.565 0.887
C 0.921 0.571 1.262
N -1.548 1.593 -0.601
O -1.838 2.678 -0.200
O -1.230 1.323 -1.737
H -3.097 -2.492 -0.220
H -1.863 0.821 1.254
H -0.349 -1.117 -1.461
H 2.069 -0.932 -2.186
H 3.718 0.204 -0.551
H 3.021 0.829 1.539
H 0.630 1.032 2.169
*
```

Properties
Lowest unoccupied orbital energy in eV: -0.83
Gap between HOMO and LUMO in eV: 8.9
HOMO energy in eV: -9.7472
SMILES string: O=CO[C@@H](c1ccccc1)[N+](=O)[O-]
Energy above the lowest of the compared OMol25 structures with the same formula, charge and spin in kcal per mole: 81.3

Here are the natural (NBO) charges for atoms 1 to 4, given in e: O -0.579; C 0.653; O -0.525; C 0.196